## one
Computed, not measured: a cluster of 2 separate species, C5H5ClO in total, with ωB97M-V/def2-TZVPD.

Properties
2S+1 ... 1
LUMO energy ... 0.157 eV
Charge ... 0

Each line ends with the Mulliken charge.
Positions of all 12 atoms, in Å:
C 0.75 0.27 0.53  -0.443
C -0.03 -0.67 -0.34  0.163
C 0.62 1.43 1.14  0.520
C -1.52 0.81 -0.57  -1.040
C 0.55 -1.91 -0.55  -0.353
O 0.58 2.42 1.70  -0.355
Cl 2.05 -2.29 0.23  -0.197
H 1.76 -0.03 0.87  0.261
H -1.85 1.16 0.42  0.319
H -2.14 0.28 -1.26  0.340
H -0.88 1.36 -1.12  0.462
H 0.09 -2.83 -1.05  0.322

## two
Computed, not measured: the molecule C5H5ClO, with ωB97M-V/def2-TZVPD.

Properties
SMILES ... C[C@@H]1C=C1C(=O)Cl
2S+1 ... 1
LUMO energy ... -0.306 eV
Charge ... 0

Each line ends with the Mulliken charge.
Positions of all 12 atoms, in Å:
C 0.04 0.93 -0.32  -0.900
C -0.54 0.10 0.86  -0.048
C -0.67 -1.36 0.85  -0.178
C -1.76 -0.75 0.43  -0.242
C -3.24 -0.74 0.01  0.463
O -4.05 -1.56 0.24  -0.387
Cl -3.70 0.82 -0.89  -0.217
H -0.04 1.98 -0.19  0.328
H -0.72 0.64 -1.12  0.216
H 1.06 0.43 -0.42  0.267
H -0.63 0.68 1.79  0.311
H 0.14 -2.10 1.06  0.389

## three
Computed, not measured: the molecule C5H5ClO, with ωB97M-V/def2-TZVPD.

Properties
SMILES ... Cc1ccoc1Cl
2S+1 ... 1
LUMO energy ... 0.896 eV
Charge ... 0

Each line ends with the Mulliken charge.
Positions of all 12 atoms, in Å:
C -1.10 1.42 -0.20  -0.988
C -0.12 0.26 -0.06  0.625
C 0.99 -0.18 -0.81  -0.578
C 1.41 -1.36 -0.26  -0.210
O 0.67 -1.68 0.80  -0.310
C -0.26 -0.74 0.94  0.118
Cl -1.18 -0.81 2.36  -0.201
H -1.59 1.29 0.79  0.273
H -0.54 2.28 -0.46  0.315
H -1.94 1.29 -0.90  0.248
H 1.48 0.37 -1.63  0.366
H 2.19 -2.15 -0.55  0.343

Preferred: three; penalty for the next structure: 50.9 kcal/mol.

## one
Computed, not measured: the ion C2H3O4P with charge -2, with ωB97M-V/def2-TZVPD.

Properties
2S+1 ... 1
LUMO energy (alpha / beta) ... 6.947 / 6.941 eV
Charge ... -2

Each line ends with the Mulliken charge.
Positions of all 10 atoms, in Å:
C -1.20 1.26 0.55  -0.637
C 0.90 0.28 0.53  -0.072
O -0.30 -2.28 0.57  -0.806
O -0.57 -0.68 -1.47  -0.762
O 1.71 -1.73 -0.96  -0.828
O 0.16 1.33 0.60  -0.164
P 0.37 -1.27 -0.40  0.719
H -1.48 2.24 0.06  0.075
H -1.67 0.31 0.04  0.255
H 2.07 0.54 0.49  0.219

## two
Computed, not measured: a cluster of 2 separate species, C2H3O4P in total, with ωB97M-V/def2-TZVPD.

Properties
2S+1 ... 1
LUMO energy ... 6.698 eV
Charge ... -2

Each line ends with the Mulliken charge.
Positions of all 10 atoms, in Å:
C 1.91 -0.12 0.06  0.661
C 0.67 -0.31 -0.38  -1.086
O 2.41 1.36 0.24  -0.591
O -3.47 -1.64 0.22  -0.486
O 2.77 -0.90 0.38  -0.719
O -3.33 0.81 0.70  -0.486
P -3.11 -0.29 -0.28  -0.039
H 0.24 0.55 -0.75  0.262
H 0.29 -1.28 -0.34  0.259
H 1.63 1.82 0.14  0.226

Preferred: two; penalty for the next structure: 68.8 kcal/mol.

## one
Computed, not measured: a cluster of 12 separate species, C36H102N6O18 in total, with ωB97M-V/def2-TZVPD.

Properties
SMILES ... COC[C@H](C)N.COC[C@H](C)N.COC[C@H](C)N.COC[C@H](C)N.COC[C@H](C)N.COC[C@H](C)N.OCCO.OCCO.OCCO.OCCO.OCCO.OCCO
2S+1 ... 1
LUMO energy ... 0.566 eV
Charge ... 0

Each line ends with the Mulliken charge.
Positions of all 162 atoms, in Å:
C 8.79 15.34 12.09  -0.890
O 9.90 14.72 12.82  -0.436
C 10.25 13.33 12.45  -0.373
C 9.30 12.32 12.94  0.440
C 9.04 12.65 14.40  -1.114
N 9.94 11.00 12.67  -0.391
H 8.56 16.09 12.80  0.391
H 7.93 14.67 12.01  0.318
H 9.02 15.77 11.11  0.223
H 10.52 13.29 11.40  0.251
H 11.29 13.22 12.87  -0.276
H 8.39 12.31 12.31  0.335
H 8.59 11.76 14.90  0.453
H 8.19 13.43 14.52  0.251
H 9.94 13.00 14.91  0.103
H 10.82 10.88 13.11  0.121
H 9.39 10.32 13.10  0.315
C 22.07 16.55 10.46  -0.923
O 20.77 17.11 10.59  -0.124
C 19.99 17.28 9.44  -1.015
C 18.64 17.78 9.81  2.766
C 17.73 17.90 8.59  -1.858
N 18.69 19.16 10.46  -0.829
H 22.45 16.37 11.45  0.304
H 22.83 17.21 9.92  0.249
H 22.10 15.61 9.96  0.376
H 20.57 17.98 8.77  0.452
H 19.91 16.33 8.80  0.191
H 18.21 16.99 10.47  -1.065
H 18.24 18.58 7.90  0.568
H 16.85 18.60 8.82  0.290
H 17.49 17.01 8.00  0.258
H 19.11 19.08 11.35  0.329
H 17.80 19.59 10.56  0.298
C 15.77 8.27 13.82  -0.943
O 16.25 9.38 13.07  0.117
C 17.56 9.71 13.43  -1.211
C 18.01 10.94 12.68  3.028
C 19.50 11.13 12.72  -1.718
N 17.34 12.09 13.38  -0.476
H 16.28 7.29 13.60  0.295
H 14.76 8.05 13.53  0.311
H 15.83 8.44 14.95  0.263
H 17.71 9.82 14.56  0.492
H 18.28 8.93 13.10  0.289
H 17.60 10.83 11.67  -1.563
H 19.87 10.81 13.70  0.447
H 19.93 12.08 12.51  0.149
H 19.97 10.37 12.08  0.377
H 17.89 12.90 13.25  0.016
H 17.26 11.91 14.42  0.243
C 11.56 21.11 13.61  -0.774
O 12.15 20.20 12.70  -0.321
C 11.24 19.43 11.85  -0.907
C 12.13 18.72 10.83  0.054
C 11.17 17.81 10.03  -0.866
N 13.18 18.02 11.53  0.164
H 10.96 21.87 13.02  0.271
H 12.44 21.66 14.00  0.258
H 11.00 20.56 14.40  0.278
H 10.57 18.83 12.50  0.275
H 10.68 20.14 11.20  0.493
H 12.56 19.53 10.22  0.353
H 11.67 17.54 9.10  0.088
H 10.34 18.49 9.69  0.598
H 10.75 17.01 10.63  -0.127
H 13.43 18.78 12.24  0.339
H 12.78 17.22 11.99  -0.361
C 15.62 12.65 6.37  -0.790
O 14.74 13.25 7.28  -0.052
C 15.06 14.63 7.47  -1.025
C 13.87 15.53 7.68  1.963
C 12.84 15.22 6.65  -1.653
N 14.31 16.85 7.42  -0.622
H 15.73 11.55 6.52  0.175
H 16.61 13.11 6.48  0.189
H 15.44 12.84 5.30  0.306
H 15.83 14.65 8.29  -0.127
H 15.59 14.99 6.58  0.984
H 13.50 15.43 8.72  -0.738
H 12.41 14.21 6.70  0.302
H 13.27 15.18 5.63  0.365
H 12.06 16.05 6.61  0.352
H 14.48 16.93 6.40  0.378
H 15.10 17.23 7.95  0.091
C 19.12 13.78 10.16  0.252
O 19.64 12.54 9.79  -0.519
C 18.69 11.84 8.97  0.399
C 19.26 10.54 8.37  0.627
C 20.44 10.79 7.50  -1.469
N 18.15 9.98 7.67  -0.559
H 19.77 14.35 10.80  -0.197
H 18.25 13.63 10.78  0.083
H 18.85 14.38 9.29  0.245
H 17.79 11.74 9.56  -0.621
H 18.50 12.54 8.12  0.170
H 19.47 9.80 9.20  0.165
H 21.24 11.23 8.10  0.311
H 20.21 11.56 6.78  0.321
H 20.88 9.81 7.08  0.388
H 17.46 9.59 8.26  0.105
H 18.43 9.19 7.15  0.260
O 17.30 17.45 12.93  -0.330
C 16.12 16.83 13.39  -0.483
C 15.55 15.95 12.25  1.147
O 15.62 16.51 10.93  0.281
H 17.12 17.86 12.04  0.180
H 16.36 16.11 14.19  0.239
H 15.23 17.39 13.81  0.081
H 14.47 15.81 12.48  -0.870
H 16.12 15.05 12.20  -0.188
H 14.78 17.12 10.91  0.351
O 12.49 15.57 13.58  -0.109
C 12.46 15.47 15.05  -0.347
C 13.78 14.91 15.51  -0.123
O 14.12 13.68 14.99  -0.483
H 11.65 15.33 13.15  -0.001
H 12.20 16.45 15.42  0.411
H 11.66 14.77 15.34  -0.006
H 13.63 14.78 16.62  0.460
H 14.53 15.67 15.39  0.025
H 14.25 13.66 14.00  0.523
O 19.50 17.41 14.82  -0.684
C 20.22 16.99 13.70  -0.430
C 20.29 15.50 13.39  -0.409
O 18.96 15.01 13.05  0.080
H 18.57 17.40 14.60  0.390
H 19.93 17.46 12.75  0.046
H 21.24 17.29 13.95  0.410
H 20.62 14.96 14.31  0.378
H 20.97 15.28 12.56  0.196
H 18.64 15.77 12.55  -0.104
O 11.86 9.31 7.93  -0.655
C 12.15 10.32 8.95  0.765
C 10.70 10.85 9.34  0.562
O 9.95 9.74 9.75  -0.600
H 11.09 8.75 8.15  0.368
H 12.74 9.91 9.79  -0.306
H 12.82 11.02 8.45  -0.195
H 10.22 11.19 8.39  0.349
H 10.63 11.65 10.15  -0.609
H 9.92 9.78 10.65  0.355
O 14.08 6.90 10.61  -0.573
C 14.40 7.65 9.40  -0.898
C 15.26 8.92 9.61  0.977
O 16.51 8.57 10.12  -0.705
H 14.92 6.51 10.81  0.347
H 14.97 7.00 8.68  0.377
H 13.46 7.91 8.87  0.309
H 14.61 9.58 10.26  -0.305
H 15.43 9.45 8.66  0.073
H 16.54 8.99 11.00  0.282
O 13.03 14.15 11.19  0.059
C 14.10 13.46 10.48  0.791
C 14.50 12.27 11.34  1.024
O 14.68 12.57 12.71  -0.720
H 13.32 14.10 12.11  -0.338
H 13.70 13.12 9.50  0.060
H 14.91 14.13 10.19  -0.946
H 15.39 11.79 10.86  -0.794
H 13.62 11.64 11.32  0.164
H 15.64 12.45 12.99  0.176

## two
Computed, not measured: a cluster of 12 separate species, C36H102N6O18 in total, with ωB97M-V/def2-TZVPD.

Properties
SMILES ... COC[C@H](C)N.COC[C@H](C)N.COC[C@H](C)N.COC[C@H](C)N.COC[C@H](C)N.COC[C@H](C)N.OCCO.OCCO.OCCO.OCCO.OCCO.OCCO
2S+1 ... 1
LUMO energy ... 0.397 eV
Charge ... 0

Each line ends with the Mulliken charge.
Positions of all 162 atoms, in Å:
C -17.04 9.48 17.90  -0.918
O -17.88 8.46 18.40  -0.031
C -18.87 8.83 19.27  -1.332
C -19.95 7.82 19.44  3.049
C -20.64 7.61 18.08  -2.032
N -20.90 8.33 20.46  -0.860
H -17.49 10.51 18.01  0.456
H -16.83 9.36 16.82  0.220
H -16.09 9.47 18.35  0.253
H -18.36 9.03 20.25  0.201
H -19.41 9.82 18.96  0.430
H -19.63 6.81 19.77  -1.211
H -20.05 7.14 17.32  0.284
H -20.99 8.61 17.78  0.331
H -21.52 6.98 18.16  0.540
H -21.03 7.44 20.94  0.472
H -20.32 8.87 21.10  0.335
C -10.12 2.36 20.96  -0.675
O -11.54 2.46 21.06  -0.397
C -12.17 1.58 20.07  -1.032
C -13.67 1.63 20.23  0.456
C -14.24 0.53 19.41  -1.565
N -14.33 2.84 19.89  0.358
H -9.75 2.58 19.96  0.222
H -9.74 1.28 21.12  0.276
H -9.59 3.02 21.63  0.295
H -11.82 1.81 19.12  0.221
H -11.95 0.54 20.22  0.748
H -13.82 1.34 21.28  0.156
H -13.84 -0.47 19.58  0.519
H -14.04 0.79 18.37  0.372
H -15.31 0.48 19.45  0.053
H -14.41 3.43 20.74  -0.018
H -15.16 2.74 19.31  -0.320
C -18.70 6.05 12.37  -0.806
O -19.71 5.19 12.78  -0.442
C -19.80 5.24 14.24  -0.142
C -20.71 4.19 14.80  1.017
C -22.19 4.56 14.51  -1.525
N -20.49 4.06 16.22  0.255
H -17.70 5.79 12.64  0.236
H -18.84 7.00 12.82  0.386
H -18.72 6.17 11.26  0.289
H -18.83 5.15 14.67  0.100
H -20.18 6.23 14.54  0.302
H -20.55 3.23 14.33  -0.263
H -22.37 5.55 14.93  0.352
H -22.84 3.79 15.01  0.336
H -22.36 4.57 13.46  0.429
H -19.56 3.96 16.51  -0.570
H -20.79 4.86 16.81  -0.027
C -9.00 6.87 15.50  -0.802
O -10.30 6.72 14.91  -0.277
C -10.37 5.81 13.83  -0.856
C -11.90 5.60 13.45  0.449
C -12.69 4.78 14.48  -1.113
N -12.08 4.90 12.15  -0.644
H -9.12 7.60 16.34  0.172
H -8.21 7.25 14.74  0.265
H -8.60 5.85 15.78  0.342
H -9.69 6.18 13.03  0.341
H -9.96 4.85 14.12  0.322
H -12.24 6.61 13.31  0.192
H -13.71 4.75 14.10  0.358
H -12.68 5.23 15.51  0.084
H -12.39 3.73 14.51  0.539
H -12.24 3.88 12.16  0.189
H -11.51 5.23 11.41  0.212
C -18.04 8.28 23.21  -0.971
O -17.92 7.38 22.11  -0.175
C -16.76 7.52 21.37  -2.086
C -16.56 6.35 20.45  3.658
C -16.39 5.13 21.30  -0.992
N -15.34 6.48 19.71  -0.101
H -17.09 8.45 23.71  0.363
H -18.56 7.76 24.04  0.290
H -18.56 9.23 22.99  0.295
H -16.70 8.49 20.87  0.504
H -15.92 7.44 22.10  0.750
H -17.49 6.28 19.80  -1.304
H -16.55 4.24 20.59  -0.628
H -17.25 5.06 22.04  0.297
H -15.45 5.11 21.80  0.585
H -14.96 5.64 19.22  -0.691
H -15.51 7.19 18.98  0.180
C -19.59 0.35 13.75  -1.050
O -18.95 1.20 14.69  0.425
C -17.56 1.17 14.50  -1.377
C -16.77 2.22 15.29  1.944
C -15.29 2.17 14.97  -1.785
N -16.98 2.11 16.74  0.056
H -20.62 0.55 13.83  0.286
H -19.51 -0.74 13.94  0.268
H -19.32 0.67 12.72  0.373
H -17.12 0.27 14.68  0.526
H -17.39 1.34 13.41  0.550
H -17.07 3.25 15.03  -0.660
H -14.85 1.25 15.33  0.421
H -14.82 3.02 15.44  0.022
H -15.18 2.32 13.89  0.512
H -18.02 2.26 16.78  -0.498
H -16.84 1.18 17.04  0.404
O -19.86 0.13 22.21  -0.602
C -18.43 0.41 22.34  -0.908
C -17.81 0.89 21.01  1.283
O -18.06 0.00 19.92  -0.650
H -19.87 -0.67 21.64  0.327
H -18.43 1.30 22.95  0.315
H -17.98 -0.42 22.84  0.424
H -16.75 1.09 21.16  0.050
H -18.24 1.86 20.81  -0.673
H -18.70 0.28 19.25  0.405
O -11.82 10.25 19.37  -0.599
C -12.11 8.86 19.18  -0.212
C -12.54 8.52 17.71  1.508
O -11.42 8.63 16.84  -0.556
H -11.25 10.47 18.60  0.366
H -11.30 8.13 19.47  0.254
H -12.92 8.79 19.96  0.043
H -13.23 9.31 17.30  0.145
H -12.89 7.50 17.66  -1.091
H -11.44 7.87 16.27  0.249
O -19.85 0.66 17.57  -0.201
C -21.11 0.04 17.63  -0.448
C -22.29 0.96 17.42  -0.545
O -22.27 1.57 16.15  -0.539
H -19.45 0.39 16.72  0.013
H -21.23 -0.68 16.85  0.429
H -21.29 -0.42 18.67  0.191
H -22.26 1.74 18.21  0.156
H -23.21 0.37 17.51  0.410
H -21.67 2.37 16.34  0.190
O -13.00 4.76 18.16  1.315
C -11.86 5.03 18.88  0.359
C -10.60 4.73 18.01  -0.420
O -10.79 3.38 17.46  -0.610
H -13.60 4.17 18.57  -0.726
H -11.82 6.06 19.25  -0.067
H -11.76 4.38 19.75  0.183
H -9.76 4.64 18.69  0.555
H -10.48 5.48 17.23  -0.279
H -11.25 3.47 16.61  0.238
O -20.19 5.34 22.03  -0.714
C -19.89 4.07 21.37  1.237
C -21.08 3.37 20.71  -0.877
O -20.74 2.05 20.32  -0.293
H -19.33 5.84 21.96  0.128
H -19.18 4.34 20.62  -0.441
H -19.49 3.40 22.18  0.207
H -21.44 3.89 19.80  0.180
H -21.98 3.46 21.32  0.351
H -20.67 1.46 21.09  0.256
O -15.94 4.55 17.76  1.540
C -16.81 5.44 17.12  0.940
C -16.11 6.25 16.03  -0.735
O -14.87 6.75 16.45  -0.468
H -15.96 3.68 17.32  -1.040
H -17.70 4.89 16.88  -0.620
H -17.04 6.22 17.88  -0.379
H -16.66 7.08 15.72  0.698
H -15.88 5.68 15.07  -0.079
H -14.56 6.15 17.11  -0.118

Preferred: two; penalty for the next structure: 6.0 kcal/mol.